Record 1
Computed, not measured: a structure of composition C9H8BrN3O2 at a distorted geometry, with the ωB97M-V functional and the def2-TZVPD basis.

Values from the calculation:
HOMO   -8.9 eV
Gap between HOMO and LUMO   8.77 eV
F_max   6.7 eV Å⁻¹
Energy above the lowest of the compared OMol25 structures with the same formula, charge and spin   140.1 kcal/mol

Last column: Löwdin charge in e.
Positions of all 23 atoms, in Å:
1 C -3.1169 1.5921 0.5414  -0.122
2 C -1.8312 2.0934 0.5876  -0.012
3 C -2.3132 -0.5576 -0.4109  -0.043
4 C 0.2508 -0.6445 -0.6566  -0.078
5 C -1.0730 -0.0377 -0.2897  -0.149
6 C -3.3515 0.2759 0.1447  -0.701
7 C -0.8164 1.2814 0.1986  -0.185
8 C 1.1595 0.4818 -0.1693  -0.089
9 C 3.6729 -0.7423 -0.2074  -0.127
10 N 0.5947 1.5121 0.2682  0.168
11 N 2.9788 0.5512 -0.4500  -0.004
12 N 0.5303 -1.8902 0.1507  -0.400
13 O 0.9528 -2.8434 -0.4258  0.100
14 O 0.3243 -1.8153 1.3103  0.130
15 Br -5.1038 -0.3362 0.0842  0.766
16 H -4.0036 2.2459 0.9404  0.146
17 H -1.7619 3.0420 0.9041  0.082
18 H -2.3247 -1.5867 -0.8783  0.150
19 H 0.5191 -0.9467 -1.6268  0.150
20 H 3.1726 -1.4274 -0.7466  0.016
21 H 4.6410 -0.4982 -0.3649  0.041
22 H 3.4924 -0.9448 0.9172  0.111
23 H 3.4070 1.1950 0.1789  0.050

Atoms 1-3, force components in eV/Å:
-2.3 -0.3 0.9
-0.6 -2.3 -0.9
-0.6 -0.3 0.4

Record 2
Computed, not measured: a structure of composition C23H41N2P3SeSn at a distorted geometry, with the ωB97M-V functional and the def2-TZVPD basis.

Values from the calculation:
HOMO (spin up / spin down)   -19.5 / -19.5 eV
Gap between HOMO and LUMO (spin up / spin down)   4.87 / 4.64 eV
F_max   3.3 eV Å⁻¹
Energy above the lowest of the compared OMol25 structures with the same formula, charge and spin   38.6 kcal/mol
Total charge   +4

Last column: Löwdin charge in e.
Positions of all 71 atoms, in Å:
1 Sn -0.0128 0.9225 1.4934  1.222
2 P 0.6469 -1.4495 -1.2627  0.759
3 P 0.5318 2.1905 -1.2648  0.774
4 P -1.7979 -1.0963 1.4267  0.707
5 H -2.5277 4.2399 1.4796  0.096
6 C -2.3969 3.4235 2.2222  0.064
7 C -1.1463 2.8058 2.4136  -0.321
8 H -0.3459 3.3175 1.7938  0.031
9 C -0.1025 -1.9073 -2.9098  -0.247
10 C 2.3610 -1.0618 -1.8335  -0.258
11 C 0.9761 -3.1543 -0.6320  -0.253
12 C -0.2822 3.8453 -1.1369  -0.253
13 C 2.2700 2.7775 -1.2885  -0.248
14 C 0.3577 1.9755 -3.1146  -0.218
15 C -3.2337 -0.3387 2.2796  -0.242
16 C -1.2391 -2.3092 2.6759  -0.224
17 C -2.6309 -2.1130 0.1284  -0.215
18 H -3.1792 3.3733 3.0098  0.110
19 H -0.9641 2.4433 3.4556  0.091
20 H 0.5204 -2.6790 -3.3831  0.071
21 H -0.1743 -1.0275 -3.5626  0.031
22 H -1.1131 -2.2956 -2.7272  0.038
23 H 2.7188 -1.8899 -2.4577  0.076
24 H 3.0122 -0.9614 -0.9593  0.022
25 H 2.3756 -0.1331 -2.4152  0.021
26 H 1.2707 -3.7851 -1.4775  0.073
27 H 0.0678 -3.5572 -0.1732  0.026
28 H 1.7840 -3.1542 0.1060  0.017
29 H 0.1178 4.4932 -1.9235  0.082
30 H -0.0925 4.3163 -0.1690  0.046
31 H -1.3638 3.7574 -1.2710  0.029
32 H 2.4108 3.4135 -2.1685  0.078
33 H 2.9762 1.9440 -1.3381  0.043
34 H 2.4829 3.3663 -0.3928  0.055
35 H 0.8531 2.8322 -3.5951  0.081
36 H -0.7036 1.9681 -3.4032  0.017
37 H 0.8279 1.0528 -3.4860  0.039
38 H -3.8896 -1.1153 2.7152  0.091
39 H -3.7973 0.2725 1.5555  0.046
40 H -2.8605 0.3188 3.0783  0.047
41 H -2.0825 -2.7751 3.1993  0.089
42 H -0.6387 -1.7418 3.3930  0.048
43 H -0.6148 -3.0759 2.2060  0.058
44 H -3.4001 -2.7694 0.5746  0.096
45 H -1.9155 -2.7466 -0.4198  0.028
46 H -3.1154 -1.4220 -0.5835  0.010
47 C -4.8252 1.6199 -1.4406  -0.524
48 C -4.8721 2.6101 -0.4503  -0.093
49 C -6.1033 3.0681 0.0532  0.012
50 C -7.3108 2.4474 -0.3241  0.062
51 C -7.2646 1.3761 -1.2393  0.029
52 C -6.0371 1.0266 -1.8366  -0.059
53 Se -3.2500 0.9966 -2.3348  1.103
54 H -2.5523 1.8518 -1.3723  -0.140
55 H -3.9784 3.0015 0.0168  0.069
56 H -6.0478 3.9071 0.7618  0.142
57 H -8.2601 2.7954 0.1297  0.161
58 H -8.1562 0.8453 -1.6100  0.151
59 H -5.9885 0.3040 -2.6301  0.116
60 N 3.9999 -4.2911 1.8132  0.248
61 C 3.8605 -3.1324 1.7870  -0.137
62 C 3.6407 -1.6901 1.7659  -0.173
63 C 4.6710 -0.8259 1.3911  0.063
64 C 4.3728 0.5295 1.3189  0.013
65 C 3.1022 0.9822 1.6650  -0.134
66 N 2.0971 0.1611 2.0351  -0.121
67 C 2.3855 -1.1706 2.1032  -0.068
68 H 5.6788 -1.2090 1.1545  0.170
69 H 5.1206 1.2582 0.9996  0.147
70 H 2.8536 2.0551 1.6390  0.119
71 H 1.5887 -1.8284 2.4099  0.111

Atoms 1-3, force components in eV/Å:
0.7 -1.3 -2.1
0.7 -0.7 -0.8
0.7 1.8 -0.9

Record 3
Computed, not measured: a cluster of 3 separate species, C2H11N3O2 in total at a distorted geometry, with the ωB97M-V functional and the def2-TZVPD basis.

Values from the calculation:
Expectation value of S²   0.7679
HOMO (spin up / spin down)   -14.9 / -14.8 eV
Gap between HOMO and LUMO (spin up / spin down)   10.36 / 5.72 eV
F_max   3.9 eV Å⁻¹
2S+1   2
Energy above the lowest of the compared OMol25 structures with the same formula, charge and spin   58.8 kcal/mol
Total charge   +1

Last column: Löwdin spin population.
Positions of all 18 atoms, in Å:
1 C 1.0167 -1.1570 1.3125  0.021
2 N 0.7003 0.1554 0.7134  0.180
3 C -0.3192 0.2819 -0.2129  0.013
4 N -0.2541 1.4805 -1.0123  0.163
5 N -1.4137 -0.3701 -0.4820  0.539
6 H 0.1423 -1.5925 1.8636  0.008
7 H 1.7837 -1.0062 2.0502  0.000
8 H 1.3747 -1.8706 0.6662  0.007
9 H 1.3773 1.0857 0.6612  0.000
10 H -1.2638 1.8672 -0.7138  -0.003
11 H -0.3365 1.2730 -2.0564  0.000
12 H -1.8393 -0.0837 -1.3321  0.019
13 H 3.0546 1.1028 -1.5252  0.000
14 H 1.7314 1.9020 -1.1307  0.003
15 O 2.6279 1.9576 -1.4359  0.011
16 H -2.0632 -1.5804 0.6654  0.006
17 H -3.0420 -1.8148 1.7288  0.000
18 O -2.4193 -2.3192 1.1850  0.033

Atoms 1-3, force components in eV/Å:
-1.3 1.5 2.9
-1.2 1.7 -3.0
3.2 0.4 0.5

Record 4
Computed, not measured: a structure of composition C29H22ClIN8O2Tl at a distorted geometry, with the ωB97M-V functional and the def2-TZVPD basis.

Values from the calculation:
HOMO   -4.1 eV
Gap between HOMO and LUMO   5.99 eV
F_max   3.6 eV Å⁻¹
Energy above the lowest of the compared OMol25 structures with the same formula, charge and spin   34.5 kcal/mol
Total charge   -1

Last column: Löwdin charge in e.
Positions of all 64 atoms, in Å:
1 Tl -2.2193 -0.3461 -0.2010  1.021
2 Cl -0.8199 -7.3113 2.2038  0.649
3 C -1.6780 -5.9539 1.6134  -0.673
4 C -2.8902 -5.6007 2.1689  -0.212
5 C -3.5760 -4.4405 1.7732  -0.655
6 I -5.0157 -3.6430 3.0811  0.802
7 C -3.0616 -3.6874 0.6972  -0.484
8 O -3.5657 -2.5379 0.4179  -0.320
9 C -1.8806 -4.1287 0.0152  -0.155
10 N -1.4255 -3.2955 -0.9589  0.089
11 C -0.2858 -3.5758 -1.5334  -0.159
12 C 0.5636 -4.6367 -1.1209  -0.067
13 C 0.1896 -5.4112 -0.0365  -0.046
14 C -1.0805 -5.1997 0.5361  -0.176
15 H -3.2290 -6.2708 2.9829  0.092
16 H -0.1015 -2.9906 -2.4772  0.120
17 H 1.3167 -4.9126 -1.8414  0.088
18 H 0.7799 -6.2388 0.2916  0.072
19 O -1.1296 0.5321 -2.3113  -0.334
20 C -1.6024 1.2413 -3.3312  -0.347
21 C -1.0219 0.9908 -4.6417  -0.045
22 C -1.2583 1.7773 -5.6889  -0.141
23 C -2.2383 2.7961 -5.6189  -0.124
24 C -2.8701 3.0639 -4.3955  -0.060
25 C -2.4940 2.3489 -3.1749  -0.089
26 C -3.0538 2.8769 -1.9594  -0.313
27 N -3.3363 2.2847 -0.7994  0.032
28 C -3.8087 3.2262 0.0489  -0.161
29 C -3.9381 4.4185 -0.6474  -0.127
30 N -3.4565 4.1671 -1.8979  0.065
31 H -0.4465 0.0678 -4.7056  0.108
32 H -0.7646 1.6823 -6.6469  0.092
33 H -2.5444 3.3716 -6.4966  0.083
34 H -3.7253 3.6742 -4.4051  0.073
35 H -4.1404 2.9630 1.0445  0.095
36 H -4.3951 5.3613 -0.3191  0.099
37 H -3.3211 4.9069 -2.6542  0.183
38 C 1.4757 1.3645 -0.3901  0.000
39 C 1.1584 0.4586 0.7404  -0.405
40 N 0.0487 0.6034 1.4145  0.020
41 C -0.0007 -0.4403 2.3169  -0.175
42 C 1.1250 -1.2618 2.1285  -0.068
43 N 1.9018 -0.6478 1.1799  -0.028
44 C 3.3452 -0.7362 0.8824  -0.085
45 N 4.1654 0.3125 1.4463  -0.052
46 N 5.4530 0.3836 0.8904  0.048
47 N 6.0564 1.3862 1.3619  0.048
48 C 5.2568 1.9644 2.3449  -0.231
49 C 5.5041 3.0762 3.1841  -0.031
50 C 4.4000 3.6149 3.8550  -0.094
51 C 3.1162 2.9462 3.9198  -0.072
52 C 2.9441 1.7675 3.1967  -0.017
53 C 4.0293 1.2500 2.4611  -0.129
54 H 0.8592 1.0855 -1.2746  0.074
55 H 2.5482 1.4494 -0.6949  0.086
56 H 1.1006 2.3070 0.0115  0.090
57 H -0.7951 -0.6204 3.0231  0.098
58 H 1.4723 -2.1684 2.6819  0.129
59 H 3.3446 -0.6826 -0.2791  0.160
60 H 3.7438 -1.6988 1.2187  0.132
61 H 6.5429 3.3492 3.2607  0.101
62 H 4.4672 4.6403 4.3236  0.108
63 H 2.3293 3.3783 4.6033  0.120
64 H 1.9326 1.3488 3.1820  0.096

Atoms 1-3, force components in eV/Å:
-0.2 0.0 -0.2
0.4 -0.9 0.4
0.0 1.1 -1.1

Record 5
Computed, not measured: a cluster of 3 separate species, C12H30ClN2O4 in total at a distorted geometry, with the ωB97M-V functional and the def2-TZVPD basis.

Values from the calculation:
HOMO   -4.2 eV
Gap between HOMO and LUMO   6.72 eV
F_max   1.6 eV Å⁻¹
Energy above the lowest of the compared OMol25 structures with the same formula, charge and spin   8.1 kcal/mol
Total charge   -1

Last column: Löwdin charge in e.
Positions of all 49 atoms, in Å:
1 Cl -0.1080 3.2502 -1.7614  -0.666
2 C 0.2628 1.4342 1.2948  -0.136
3 O 0.5756 0.3464 2.1473  -0.201
4 C 1.5348 -0.5059 1.5923  -0.257
5 C 1.9169 -1.5286 2.6444  -0.237
6 N 2.5858 -0.9149 3.7726  -0.060
7 C 2.7355 -1.8586 4.8996  -0.208
8 C 3.2571 -1.1002 6.1016  -0.245
9 O 2.2878 -0.1601 6.5037  -0.197
10 C 2.4273 0.2863 7.8328  -0.113
11 H 1.1252 2.1046 1.2162  0.078
12 H -0.5536 2.0345 1.6909  0.081
13 H -0.0174 1.1176 0.2875  0.035
14 H 2.4318 0.0099 1.2320  0.126
15 H 1.0893 -1.0287 0.7355  0.122
16 H 2.6140 -2.2524 2.2091  0.117
17 H 0.9907 -2.0653 2.9118  0.118
18 H 2.0657 -0.1181 4.1262  0.103
19 H 3.4401 -2.6412 4.6142  0.116
20 H 1.7440 -2.2781 5.1153  0.118
21 H 4.2333 -0.6446 5.9202  0.124
22 H 3.3871 -1.8212 6.9256  0.115
23 H 3.4146 0.7180 8.0350  0.086
24 H 2.2941 -0.5565 8.5238  0.084
25 H 1.6475 1.0343 7.9517  0.088
26 C 1.2933 0.8560 -6.1897  -0.145
27 O -0.0915 0.8064 -6.0467  -0.190
28 C -0.5536 1.7718 -5.1190  -0.265
29 C -2.0676 1.7454 -5.1364  -0.217
30 N -2.6651 0.4779 -4.7084  -0.053
31 C -2.4317 0.2863 -3.2714  -0.213
32 C -3.1749 -0.9199 -2.6901  -0.239
33 O -4.5423 -0.6214 -2.5108  -0.181
34 C -5.1555 -1.5587 -1.6571  -0.136
35 H 1.6640 1.8684 -6.4048  0.085
36 H 1.6738 0.2481 -7.0132  0.077
37 H 1.8027 0.5209 -5.2768  0.090
38 H -0.2691 2.7988 -5.3962  0.120
39 H -0.1137 1.6700 -4.1203  0.051
40 H -2.3567 1.9159 -6.1793  0.109
41 H -2.4622 2.5939 -4.5802  0.116
42 H -2.1592 -0.2569 -5.1922  0.094
43 H -2.7138 1.1881 -2.7336  0.115
44 H -1.3775 0.0713 -3.0521  0.112
45 H -2.7233 -1.0752 -1.7004  0.117
46 H -2.9924 -1.7988 -3.3221  0.120
47 H -4.8758 -1.3789 -0.6096  0.085
48 H -4.8446 -2.5629 -1.9639  0.080
49 H -6.2451 -1.5083 -1.6482  0.078

Atoms 1-3, force components in eV/Å:
0.0 -0.1 -0.1
0.3 0.5 -0.4
-0.2 0.2 0.4

Record 6
Computed, not measured: a structure of composition C4H3BeO at a distorted geometry, with the ωB97M-V functional and the def2-TZVPD basis.

Values from the calculation:
Expectation value of S²   0.7527
HOMO (spin up / spin down)   -7.8 / -7.9 eV
Gap between HOMO and LUMO (spin up / spin down)   7.86 / 7.11 eV
F_max   15.0 eV Å⁻¹
2S+1   2

Last column: Löwdin spin population.
Positions of all 9 atoms, in Å:
1 C -1.7469 1.2257 0.1197  -0.023
2 C -1.7145 0.1202 -0.4984  0.007
3 H -1.2642 1.5538 1.0430  -0.002
4 H -2.0936 -0.3589 -1.4024  0.000
5 C -0.1577 -1.0684 -0.0212  -0.002
6 C 0.9669 -0.5587 0.2039  0.070
7 O 2.0323 0.0109 0.4065  0.226
8 Be 3.0640 0.2662 -0.1294  0.725
9 H -0.6636 -1.9838 0.2558  0.000

Atoms 1-3, force components in eV/Å:
0.3 -2.6 0.1
-1.2 3.3 -0.4
-0.3 0.4 -0.6